Entry 1:
{
  "formula": "C21H24ClN3O5",
  "method": "the ωB97M-V functional and the def2-TZVPD basis",
  "lumo_energy_ha": -0.0670,
  "gap_ev": 5.217,
  "spin_multiplicity": 1,
  "homo_ev": -7.0,
  "elements": ["C", "C", "C", "O", "C", "N", "N", "C", "O", "O", "C", "C", "C", "O", "H", "H", "H", "H", "H", "H", "H", "H", "H", "H", "H", "H", "H", "H", "Cl", "C", "C", "C", "C", "N", "C", "C", "C", "C", "C", "C", "C", "C", "O", "C", "H", "H", "H", "H", "H", "H", "H", "H", "H", "H"],
  "xyz": [[0.58802, -5.11137, -3.32379], [0.92306, -4.91769, -1.84805], [0.95139, -6.19214, -1.06839], [-0.10544, -3.97736, -1.35607], [0.16239, -3.34711, -0.19046], [-0.76952, -2.27885, -0.10840], [-0.72737, -1.52144, 0.89943], [-2.03381, -1.34019, 1.51685], [-3.07871, -1.84948, 1.18405], [-1.86327, -0.49126, 2.54700], [-3.10534, 0.10444, 3.05228], [-2.65228, 1.29314, 3.88855], [-4.01509, -0.83148, 3.78798], [1.03540, -3.65163, 0.60165], [1.35842, -5.70594, -3.82352], [-0.36774, -5.64468, -3.43878], [0.51967, -4.14621, -3.83725], [1.88818, -4.39094, -1.76116], [1.69856, -6.88454, -1.47201], [1.19466, -5.98308, -0.02226], [-0.02626, -6.69413, -1.14170], [-3.64776, 0.47524, 2.17110], [-3.51861, 1.84530, 4.26434], [-2.05513, 0.96897, 4.75394], [-2.05762, 1.97737, 3.27715], [-4.84710, -0.25850, 4.21375], [-4.42499, -1.57137, 3.09954], [-3.50392, -1.32718, 4.62619], [2.87618, -4.75627, 4.49596], [2.61744, -3.06646, 4.53822], [2.75719, -2.35392, 5.73511], [2.55451, -0.97251, 5.69365], [2.26716, -0.32859, 4.50663], [2.21051, -1.03752, 3.33080], [2.00446, -0.38415, 2.13494], [2.72246, -0.80530, 0.99607], [2.54951, 0.03867, -0.25572], [2.61439, -0.61824, -1.48568], [2.44863, 0.09012, -2.67923], [2.24701, 1.48013, -2.63632], [2.20002, 2.15318, -1.40254], [2.35291, 1.42953, -0.21329], [3.46819, -1.80371, 0.98353], [2.26380, -2.42478, 3.36097], [3.00215, -2.86827, 6.65604], [2.63101, -0.36321, 6.58845], [2.14694, 0.74997, 4.41855], [1.39603, 0.51808, 2.14631], [2.78368, -1.69901, -1.50315], [2.46937, -0.44932, -3.63362], [2.11343, 2.03645, -3.56326], [2.03354, 3.23628, -1.37081], [2.30763, 1.93836, 0.75194], [2.07954, -2.97671, 2.44466]],
  "forces_ev_per_a": [[-0.2173, -0.0131, 0.0314], [0.1947, 0.7629, -0.6277], [-0.3490, -0.5369, 0.4708], [0.5295, 0.1579, 0.7900], [2.9672, -0.0714, -1.1588], [-2.5819, 0.6783, 2.4297], [1.1347, -2.9814, -0.4931], [-1.5185, 1.6345, -0.8850], [1.4002, 0.2875, 0.2669], [-0.4037, -0.5236, -0.5062], [0.1087, 0.8706, -0.1838], [0.1396, -0.0440, 0.0598], [-0.1365, -0.5734, 0.4227], [-1.6147, 0.3974, -0.7660], [-0.0126, 0.0618, 0.1846], [0.2334, 0.2116, 0.0721], [-0.0233, -0.1755, 0.1268], [-0.2983, -0.1304, 0.1024], [-0.0467, 0.2387, -0.0022], [-0.1001, -0.2026, -0.1990], [0.2493, 0.1438, 0.1393], [0.1882, -0.0846, 0.0706], [0.0572, -0.1306, -0.0765], [-0.1435, 0.0366, -0.2742], [0.0028, -0.0963, 0.1301], [0.1513, -0.0286, -0.1223], [0.0630, -0.0202, 0.2658], [-0.0658, 0.0636, -0.2587], [-0.0701, -0.3960, 0.0276], [-0.1089, 1.0818, 0.3412], [-0.0537, 0.0223, -0.5105], [-0.2764, 0.0281, -0.1540], [0.2890, -0.6627, -0.1685], [-0.7836, -0.7699, 0.7720], [0.0716, 0.5758, -0.7129], [-0.0119, -0.1941, 0.1851], [0.1360, 0.0502, 0.1529], [-0.1075, 0.0912, -0.3067], [-0.0447, 0.3007, 0.2743], [-0.0162, -0.2117, 0.3095], [0.0299, -0.4076, -0.1397], [-0.1548, -0.1940, -0.3520], [-0.2111, 0.3363, -0.3861], [0.6813, 0.7462, 0.2462], [0.0346, 0.0687, -0.1018], [-0.0166, -0.1769, -0.0719], [0.0900, -0.3791, -0.0391], [0.3003, -0.3162, 0.2248], [-0.0053, 0.3835, 0.1093], [0.0127, 0.3320, 0.3717], [0.0467, -0.1057, 0.2091], [0.1127, -0.4709, -0.0324], [0.0866, -0.1162, -0.3379], [0.0619, 0.4512, 0.0802]]
}



Entry 2:
{
  "formula": "C30H43N4O2",
  "method": "the ωB97M-V functional and the def2-TZVPD basis",
  "lumo_energy_ha": -0.0653,
  "gap_ev": 9.293,
  "smiles": "CCCC(CCC)C(=O)Nc1ccc2c(c1)N(C(=O)CC[NH+]1CCN(C)CC1)c1ccccc1CC2",
  "spin_multiplicity": 1,
  "homo_ev": -11.1,
  "charge": 1,
  "elements": ["C", "H", "C", "C", "H", "H", "C", "C", "O", "N", "C", "C", "C", "C", "C", "C", "H", "H", "C", "C", "C", "C", "C", "C", "C", "C", "N", "C", "O", "C", "C", "N", "C", "H", "H", "C", "N", "C", "H", "H", "H", "C", "H", "C", "H", "H", "H", "H", "H", "H", "H", "H", "H", "H", "H", "H", "H", "H", "H", "H", "H", "H", "H", "H", "H", "C", "H", "C", "C", "H", "H", "H", "H", "H", "H", "H", "H", "H", "H"],
  "xyz": [[-5.42440, -2.47950, 2.73627], [-4.97567, -3.43303, 3.00589], [-4.63616, -1.81023, 1.61756], [-4.60278, -2.67695, 0.35952], [-5.62600, -2.87259, 0.03290], [-4.15343, -3.64477, 0.59875], [-3.84931, -2.00465, -0.79666], [-2.44073, -1.61935, -0.39129], [-2.05756, -0.46070, -0.37598], [-1.64539, -2.67042, -0.04948], [-0.33459, -2.55296, 0.41908], [0.46693, -1.52448, -0.04091], [1.69964, -1.25388, 0.54200], [2.24637, -2.12398, 1.47936], [1.46577, -3.22281, 1.84922], [0.18864, -3.42583, 1.37051], [-0.39777, -4.25921, 1.72610], [1.87276, -3.92002, 2.56601], [3.61026, -1.99536, 2.10331], [4.37292, -0.69706, 1.82140], [4.66732, -0.53705, 0.35883], [5.93328, -0.71361, -0.17758], [6.15020, -0.55286, -1.53594], [5.10346, -0.21461, -2.37618], [3.82944, -0.04441, -1.86148], [3.62543, -0.20930, -0.50359], [2.32799, -0.06487, 0.08147], [1.68608, 1.10599, 0.07206], [2.10396, 2.08029, -0.57090], [0.43592, 1.22860, 0.93846], [0.03530, 2.68887, 1.15354], [-0.02828, 3.39984, -0.14751], [0.01028, 4.86454, -0.01065], [0.01594, 5.28633, -1.01777], [0.93757, 5.15819, 0.48286], [-1.20805, 5.36185, 0.77897], [-2.28927, 4.39474, 0.67366], [-3.53250, 4.91668, 1.19960], [-3.90523, 5.77952, 0.63167], [-3.37572, 5.22227, 2.23236], [-4.28354, 4.12998, 1.18027], [-2.39561, 3.90912, -0.68886], [-2.45187, 4.73728, -1.41488], [-1.18685, 3.00523, -0.98175], [-0.90384, 3.08399, -2.03294], [-1.43974, 1.96681, -0.76926], [-3.31022, 3.32382, -0.78402], [-1.50289, 6.35264, 0.39498], [-0.96571, 5.47547, 1.83879], [0.89961, 3.05109, -0.58227], [-0.93350, 2.75630, 1.65010], [0.79029, 3.19360, 1.76077], [0.63198, 0.76588, 1.90704], [-0.39591, 0.67806, 0.49473], [3.00339, 0.21661, -2.50448], [5.27526, -0.08661, -3.43337], [7.14156, -0.68938, -1.93922], [6.75497, -0.96970, 0.47436], [5.30862, -0.72067, 2.38106], [3.78994, 0.15648, 2.17849], [3.50519, -2.11340, 3.18513], [4.21554, -2.83602, 1.74874], [0.12523, -0.90775, -0.85470], [-2.08321, -3.57538, 0.04448], [-4.36240, -1.06930, -1.03775], [-3.83612, -2.90230, -2.04394], [-4.86595, -3.01854, -2.38704], [-2.98547, -2.35455, -3.19222], [-3.44225, -0.98328, -3.67631], [-4.50129, -0.99925, -3.92223], [-2.88968, -0.69836, -4.56819], [-3.27092, -0.22593, -2.91517], [-3.04100, -3.06211, -4.02184], [-1.93923, -2.29762, -2.88062], [-3.46808, -3.89693, -1.77893], [-5.09159, -0.84732, 1.37765], [-3.61531, -1.61458, 1.95728], [-5.44314, -1.84827, 3.62073], [-6.44963, -2.66116, 2.42340]],
  "forces_ev_per_a": [[0.1496, 0.1909, -0.0879], [0.0089, -0.1169, 0.0654], [-0.1448, -0.3136, -0.0073], [0.1255, 0.4912, 0.0917], [-0.0026, -0.0951, -0.0448], [-0.0301, -0.1114, -0.0253], [-0.2359, -0.2871, -0.0958], [-0.4823, -0.0257, -0.0689], [0.0089, 0.2732, -0.0416], [-0.0734, -0.4411, 0.0065], [0.5116, 0.2434, 0.1878], [0.0615, -0.1608, 0.0081], [-0.5791, -0.5257, 0.0607], [-0.0374, 0.0518, 0.0572], [0.0255, 0.1156, -0.1153], [-0.1093, 0.0982, -0.1501], [-0.0915, -0.1026, 0.0718], [0.0463, -0.0782, 0.0988], [0.1724, 0.1378, 0.1192], [0.0021, -0.2051, 0.0085], [-0.1508, 0.1698, 0.0199], [-0.0360, -0.0095, -0.0371], [0.0530, -0.0146, 0.0021], [-0.0493, -0.0036, -0.0438], [-0.0188, -0.0405, 0.0602], [0.4626, 0.0781, -0.1968], [0.4639, -0.2546, -0.1361], [-0.3206, 0.2768, 0.2475], [0.1917, -0.0512, -0.0169], [-0.0942, 0.3155, -0.2110], [0.1688, -0.4981, 0.6126], [0.5845, -0.0901, -0.2420], [-0.0632, 0.6474, 0.1404], [0.0401, -0.1163, 0.0394], [-0.0126, -0.1061, -0.0889], [-0.0269, -0.0884, 0.1366], [0.0136, 0.0488, -0.1925], [-0.0290, -0.0231, 0.0287], [-0.0109, 0.0396, -0.0184], [-0.0685, 0.0408, 0.0569], [-0.0847, 0.0145, 0.0342], [0.0660, 0.0120, 0.0437], [-0.0353, -0.0349, 0.0070], [-0.6425, -0.1535, -0.3704], [0.1072, -0.0407, 0.0838], [0.1108, 0.0199, -0.0021], [0.0555, 0.0095, -0.0666], [0.0619, -0.0628, 0.0122], [0.0366, 0.0712, -0.0604], [-0.5107, 0.2408, 0.1227], [0.1759, 0.0336, -0.0913], [-0.0511, 0.0753, -0.0949], [-0.0641, -0.0142, -0.0128], [0.0783, -0.0179, 0.0924], [-0.0836, 0.0343, -0.0524], [0.0201, 0.0119, -0.1006], [0.0972, -0.0085, -0.0422], [0.0916, -0.0233, 0.0822], [-0.0383, 0.0603, 0.0065], [0.0694, 0.0115, 0.0520], [0.0213, -0.0558, -0.0366], [0.0138, 0.0150, 0.0679], [-0.0185, 0.0616, 0.0204], [-0.0188, 0.1095, -0.0858], [0.1503, -0.0191, 0.0641], [0.2554, 0.2119, -0.1073], [-0.0494, -0.0724, 0.0467], [-0.2242, 0.0057, 0.0094], [0.1504, -0.1750, 0.0343], [-0.1451, 0.0619, -0.0508], [0.0062, 0.0942, -0.0852], [-0.0274, 0.1380, 0.0550], [0.1109, -0.0221, 0.0204], [0.0647, -0.0849, -0.0477], [-0.0802, -0.0709, 0.0444], [0.0650, 0.0795, -0.0339], [0.0250, 0.0816, -0.0057], [-0.0536, -0.0082, 0.1311], [-0.1294, -0.0492, 0.0165]]
}